(1)
Density functional theory data (the ωB97M-V functional and the def2-TZVPD basis) for the ion C12H18F3N2O2S with charge -1 at a distorted geometry.

Summary:
gap between HOMO and LUMO: 6.35 eV
SMILES: C=CCN(CCCN)[C@](S)(CCC(F)=C(F)F)C(=O)[O-]
total charge: -1
HOMO: -4.19 eV

Each line ends with the Mulliken charge.
CARTESIAN COORDINATES (ANGSTROEM)
1 C 2.5342 -3.8060 -0.3032  -0.62
2 C 1.2552 -3.2042 -0.7943  -0.22
3 C 0.4171 -2.0065 0.0226  -0.51
4 N -0.0224 -0.9997 -0.9893  0.29
5 C -1.4991 -0.7540 -1.0510  -0.70
6 C -2.2521 -0.4684 0.3743  0.23
7 C -3.8746 -0.1090 0.2074  -0.58
8 N -3.9987 1.3377 -0.2232  -0.69
9 C 0.8380 0.2099 -1.1369  0.15
10 S 2.6769 -0.0277 -0.8394  -0.18
11 C 0.3916 1.5388 -0.2879  -0.62
12 C 0.7441 1.5016 1.3113  -0.32
13 C 2.0303 2.4399 1.7533  0.31
14 F 2.8162 3.3157 0.8552  -0.28
15 C 2.4158 2.4464 3.2091  0.13
16 F 2.1253 1.1858 3.9740  -0.24
17 F 3.0063 3.6723 3.8408  -0.25
18 C 0.7208 0.6611 -2.7461  0.27
19 O -0.1725 1.5364 -3.2134  -0.66
20 O 1.7546 0.0278 -3.6300  -0.74
21 H 2.5003 -4.8640 0.2442  0.21
22 H 3.5857 -3.2819 -0.5037  0.20
23 H 0.8414 -3.6242 -1.8185  0.27
24 H -0.4856 -2.6058 0.5262  0.32
25 H 1.0324 -1.5798 0.9407  0.20
26 H -1.9938 -1.7436 -1.4982  0.22
27 H -1.8377 0.1107 -1.7885  0.28
28 H -2.2339 -1.4255 1.0876  0.21
29 H -1.8051 0.4087 1.0108  -0.24
30 H -4.4266 -0.8799 -0.4808  0.31
31 H -4.3095 -0.1602 1.3164  0.27
32 H -3.8907 1.3380 -1.2629  0.31
33 H -3.1763 1.8781 0.1553  0.31
34 H 3.3435 1.2279 -0.7558  0.14
35 H 1.0171 2.4476 -0.7442  0.55
36 H -0.7348 1.8474 -0.4003  0.19
37 H -0.1974 1.9808 1.8676  0.38
38 H 0.8641 0.4277 1.7710  0.10

(2)
Density functional theory data (the ωB97M-V functional and the def2-TZVPD basis) for the molecule C3H7FN4 at a distorted geometry.

Summary:
gap between HOMO and LUMO: 9.50 eV
SMILES: [H]/N=C(/N)N/C(CF)=N/[H]
ΔE to the lowest compared entry with this formula, charge and spin: 151.7 kJ/mol
HOMO: -8.86 eV

Each line ends with the Mulliken charge.
CARTESIAN COORDINATES (ANGSTROEM)
1 C -1.5164 -0.4824 -0.0724  0.36
2 C 0.7932 0.4505 -0.1566  0.60
3 C 2.1572 -0.1513 0.0429  -0.32
4 H -1.6269 1.5592 0.1921  0.28
5 H -3.0588 0.8691 0.2633  0.29
6 H -1.9277 -2.4215 0.0544  0.20
7 H 0.3027 -1.4494 -0.3388  0.23
8 H 1.4833 2.0644 0.0905  0.21
9 H 2.9183 0.5701 -0.6497  0.29
10 H 2.4514 0.0653 1.1609  0.26
11 N -2.0720 0.7421 -0.1415  -0.46
12 N -2.3867 -1.4532 0.0781  -0.72
13 N -0.1346 -0.5173 -0.4137  -0.19
14 N 0.5562 1.7241 -0.0484  -0.71
15 F 2.0608 -1.5698 -0.0611  -0.33

(3)
Density functional theory data (the ωB97M-V functional and the def2-TZVPD basis) for a structure of composition C56H113N6O18 at a distorted geometry.

Summary:
gap between HOMO and LUMO: 1.61 eV
total charge: +1
ΔE to the lowest compared entry with this formula, charge and spin: 904.9 kJ/mol
HOMO: -7.56 eV

Each line ends with the Mulliken charge.
CARTESIAN COORDINATES (ANGSTROEM)
1 C 2.0543 6.6977 2.9181  -1.65
2 C 2.8813 5.6506 2.1350  1.38
3 C 4.2897 6.1867 1.7879  -0.94
4 C 5.3226 6.2859 2.9555  -0.98
5 C 5.5486 4.8593 3.5617  -0.97
6 C 4.1826 4.2217 4.0262  1.18
7 N 3.0294 4.4634 3.1389  1.32
8 O 1.7687 3.8843 3.5623  -0.34
9 C 3.8061 4.8203 5.4678  -1.52
10 C 4.4738 2.6845 4.0425  -1.39
11 C 2.1396 5.1661 0.8421  -1.98
12 H 2.5591 6.9804 3.8418  0.34
13 H 0.9808 6.5945 3.0764  0.34
14 H 2.0690 7.5890 2.2908  0.45
15 H 4.3018 7.0085 1.0719  0.62
16 H 4.6638 5.3803 1.1572  0.23
17 H 4.7765 6.9274 3.6471  0.36
18 H 6.0873 6.9312 2.5232  0.43
19 H 6.2241 4.8954 4.4164  0.61
20 H 6.0187 4.2175 2.8166  0.35
21 H 4.6807 4.7047 6.1079  0.41
22 H 2.9766 4.3681 6.0115  0.38
23 H 3.4622 5.8535 5.4200  0.32
24 H 3.5142 2.2097 4.2470  0.60
25 H 5.2249 2.2771 4.7192  0.36
26 H 4.9513 2.3663 3.1158  -0.29
27 H 1.1581 4.6942 0.8861  0.47
28 H 2.6793 4.3873 0.3032  0.33
29 H 2.0692 6.0235 0.1728  0.48
30 C 1.3129 1.0225 1.5271  -1.31
31 C 1.4242 -0.4364 0.9999  2.82
32 C 0.9000 -1.4891 1.9956  -0.17
33 C -0.5083 -1.4642 2.1835  -1.36
34 C -1.4057 -1.6942 0.9564  -0.47
35 C -0.9249 -0.8588 -0.3328  2.40
36 N 0.5940 -0.7042 -0.2996  0.90
37 O 1.3660 -0.5171 -1.4131  -0.28
38 C -1.4743 0.5859 -0.2214  -1.01
39 C -1.1503 -1.6704 -1.5469  -1.14
40 C 2.9270 -0.8100 0.7528  -2.47
41 H 1.9993 1.7146 1.0394  0.37
42 H 1.6902 1.1364 2.5433  0.23
43 H 0.2903 1.3987 1.4956  0.05
44 H 1.3594 -1.5360 2.9830  -0.59
45 H 1.0655 -2.4599 1.5286  0.29
46 H -0.9370 -0.5712 2.6384  0.16
47 H -0.7622 -2.2508 2.8941  0.71
48 H -2.4903 -1.6861 1.0636  0.61
49 H -1.1704 -2.7426 0.7733  -0.56
50 H -2.5092 0.6012 -0.5632  -0.24
51 H -0.9022 1.4081 -0.6512  0.49
52 H -1.5958 0.8344 0.8329  -0.14
53 H -2.2042 -1.9434 -1.6007  -0.02
54 H -0.6435 -2.6229 -1.3919  -0.21
55 H -0.8664 -1.1265 -2.4478  0.53
56 H 3.0071 -1.8180 0.3458  0.40
57 H 3.5908 -0.7945 1.6173  0.36
58 H 3.5304 -0.2279 0.0563  0.50
59 C -3.1212 5.6144 -2.6823  -1.50
60 C -3.1540 5.0551 -1.3493  2.31
61 C -2.1992 5.8178 -0.4664  -1.57
62 C -2.5931 7.2922 -0.1107  -1.00
63 C -3.9026 7.2922 0.6847  -1.01
64 C -5.0560 6.5580 -0.0704  1.09
65 N -4.5880 5.2233 -0.7189  0.85
66 O -5.5700 4.3226 -1.2186  -0.20
67 C -5.6540 7.4374 -1.2722  -1.54
68 C -6.1624 6.3286 0.9905  -1.71
69 C -2.7942 3.5949 -1.1962  -1.61
70 H -2.8804 6.6768 -2.7189  0.35
71 H -3.9533 5.3270 -3.3250  0.36
72 H -2.3106 5.1282 -3.2252  0.46
73 H -1.2643 5.8211 -1.0267  0.65
74 H -2.0580 5.3251 0.4955  0.39
75 H -2.7376 7.9475 -0.9696  0.40
76 H -1.8676 7.8180 0.5099  0.40
77 H -4.2019 8.3403 0.6862  0.46
78 H -3.8908 6.8487 1.6803  0.44
79 H -6.2608 8.2657 -0.9065  0.47
80 H -6.4064 6.9561 -1.8970  0.34
81 H -4.8773 7.9056 -1.8768  0.35
82 H -6.2282 7.3245 1.4287  0.44
83 H -5.8206 5.6272 1.7516  0.38
84 H -7.0729 5.9920 0.4947  0.42
85 H -2.9264 3.2306 -0.1774  0.47
86 H -1.7714 3.4069 -1.5226  0.58
87 H -3.4535 2.8902 -1.7030  -0.48
88 C -6.2360 -2.6995 0.4823  -0.99
89 C -6.7119 -1.8619 -0.7078  -0.48
90 C -5.5527 -1.1132 -1.3547  -0.46
91 N -5.9613 0.0279 -2.3720  0.68
92 C -6.5719 1.3634 -1.6149  -1.13
93 C -4.7127 0.4235 -3.0631  -0.03
94 C -4.9563 0.1203 -4.5805  -0.58
95 C -6.4125 0.3830 -4.5998  -0.94
96 C -6.9991 -0.2945 -3.3916  -0.57
97 H -6.9592 -3.0191 1.2326  0.41
98 H -5.6857 -2.0037 1.1157  0.35
99 H -5.4882 -3.4504 0.2272  0.06
100 H -7.4822 -1.1731 -0.3608  0.31
101 H -7.2819 -2.2942 -1.5302  0.40
102 H -5.0771 -1.8734 -1.9744  0.48
103 H -4.8478 -0.8199 -0.5768  0.10
104 H -6.7902 2.2215 -2.2506  0.37
105 H -5.8525 1.7053 -0.8708  0.30
106 H -7.4502 0.9402 -1.1274  0.50
107 H -4.7014 1.5120 -3.1191  -0.19
108 H -3.8879 0.0997 -2.4284  -0.11
109 H -4.2856 0.7690 -5.1440  0.44
110 H -4.8035 -0.8978 -4.9385  0.32
111 H -6.6122 1.4523 -4.6690  0.30
112 H -6.8876 -0.0549 -5.4776  0.54
113 H -7.9755 -0.0744 -2.9600  0.33
114 H -6.9636 -1.3653 -3.5924  0.46
115 C -4.9941 -9.1868 2.9448  -1.44
116 C -3.7056 -8.5101 2.5280  -0.24
117 C -3.7045 -7.9004 1.0897  -0.50
118 N -2.3251 -7.8540 0.3056  0.24
119 C -1.8003 -9.3035 0.1522  -1.07
120 C -1.2182 -6.9568 0.9874  -1.04
121 C -1.3967 -5.4625 0.3646  0.23
122 C -2.4942 -5.5068 -0.7034  -0.26
123 C -2.5082 -7.0250 -1.0462  -0.86
124 H -5.4582 -9.7500 2.1352  0.36
125 H -5.6872 -8.4263 3.3044  0.35
126 H -4.9290 -9.9448 3.7254  0.39
127 H -3.0082 -9.3444 2.6039  0.16
128 H -3.4012 -7.8656 3.3527  0.41
129 H -3.9677 -6.8451 1.1621  0.25
130 H -4.4739 -8.3735 0.4794  0.42
131 H -1.5771 -9.6982 1.1434  0.41
132 H -0.8807 -9.2235 -0.4274  0.46
133 H -2.4819 -9.9388 -0.4134  0.34
134 H -0.2212 -7.3257 0.7464  0.37
135 H -1.3729 -7.1385 2.0510  0.40
136 H -0.4437 -5.0206 0.0737  0.24
137 H -1.8741 -4.8104 1.0960  0.16
138 H -2.1496 -4.8728 -1.5204  0.48
139 H -3.4292 -5.1421 -0.2780  -0.01
140 H -1.6935 -7.3476 -1.6943  0.40
141 H -3.4456 -7.3157 -1.5204  0.40
142 C 6.9125 -4.4521 -5.1643  -1.46
143 C 7.8636 -4.4543 -3.9852  -0.25
144 C 7.1194 -4.4179 -2.6670  -0.61
145 N 7.9236 -3.6834 -1.5903  0.56
146 C 9.0911 -4.5563 -1.0657  -1.08
147 C 6.9669 -3.3733 -0.4120  -0.97
148 C 6.5741 -1.9396 -0.4860  0.05
149 C 7.8548 -1.2495 -0.9608  -0.85
150 C 8.4376 -2.2737 -1.9114  -0.39
151 H 7.3651 -4.3193 -6.1469  0.37
152 H 6.1486 -3.6933 -4.9947  0.38
153 H 6.3220 -5.3629 -5.2634  0.34
154 H 8.5735 -3.6323 -4.0775  0.39
155 H 8.4229 -5.3773 -4.1380  0.31
156 H 6.7415 -5.3802 -2.3216  0.52
157 H 6.2203 -3.8093 -2.7647  0.16
158 H 9.4380 -4.0429 -0.1689  0.47
159 H 9.7459 -4.3571 -1.9140  0.44
160 H 8.7424 -5.5754 -0.8983  0.26
161 H 7.5246 -3.4929 0.5168  0.50
162 H 6.0766 -4.0015 -0.3809  0.13
163 H 6.1255 -1.5894 0.4437  0.47
164 H 5.7776 -1.8564 -1.2254  0.03
165 H 8.5158 -1.0682 -0.1132  0.28
166 H 7.4808 -0.2901 -1.3184  0.41
167 H 9.5193 -2.3138 -1.7833  0.25
168 H 8.0863 -2.0361 -2.9155  0.30
169 O 3.7531 -1.0694 4.2035  -0.43
170 C 3.4540 -1.0924 5.5008  0.57
171 O 4.1564 -0.6760 6.4054  -0.75
172 O 2.3231 -1.5795 5.6323  -0.77
173 H 2.8550 -1.4036 4.1454  0.40
174 O -1.4017 1.0691 -5.4896  -0.52
175 C -1.3333 1.9682 -4.5220  0.64
176 O -0.5539 1.7954 -3.6017  -0.58
177 O -2.2439 2.8664 -4.4720  -0.70
178 H -0.7398 0.4729 -5.1318  0.31
179 O 1.6872 -4.0246 -1.4168  -0.44
180 C 2.7005 -3.6141 -2.2073  0.79
181 O 3.8137 -3.3389 -1.7337  -0.87
182 O 2.2377 -3.3387 -3.3017  -0.80
183 H 1.2419 -3.8529 -2.2497  0.27
184 O -2.3700 2.1101 3.2154  -0.51
185 C -3.5219 2.0647 2.6271  0.92
186 O -4.0961 0.9807 2.4073  -0.80
187 O -3.9463 3.1517 2.4248  -0.75
188 H -2.8035 2.9661 3.2463  0.27
189 O 6.4417 1.8730 0.5616  -0.58
190 C 5.6753 2.6667 -0.1369  0.78
191 O 6.1105 3.4108 -1.0068  -0.83
192 O 4.5134 2.5516 0.2384  -0.54
193 H 5.6351 1.7332 1.0630  0.21

(4)
Density functional theory data (the ωB97M-V functional and the def2-TZVPD basis) for a cluster of 3 separate species, C31H59F3NO7S2 in total at a distorted geometry.

Summary:
gap between HOMO and LUMO: 6.99 eV
total charge: -1
HOMO: -4.72 eV

Each line ends with the Mulliken charge.
CARTESIAN COORDINATES (ANGSTROEM)
1 C -6.7286 5.1233 0.5616  -1.20
2 C -5.5591 5.8547 -0.0977  -0.35
3 C -5.8426 6.1973 -1.5665  -0.71
4 C -5.6926 4.9927 -2.5124  -0.91
5 C -4.3059 4.9066 -3.1691  -0.33
6 C -3.2687 4.1149 -2.3378  -1.09
7 C -2.4310 3.1370 -3.1616  0.04
8 C -1.6710 3.7878 -4.3211  -1.06
9 C -1.1724 2.7412 -5.3267  -0.32
10 C -2.2431 2.3174 -6.3589  -1.11
11 C -2.7242 0.8782 -6.1832  -0.02
12 C -1.6877 -0.1705 -6.6422  -1.01
13 C -1.1113 -1.0147 -5.5008  -0.52
14 C -2.1464 -1.8713 -4.7567  -0.97
15 C -1.7955 -2.0156 -3.2663  -0.78
16 C -2.3557 -0.8482 -2.4387  1.17
17 C -1.5040 -0.4537 -1.2253  -0.88
18 C -1.0385 -1.6754 -0.4256  -1.03
19 N -0.6559 -1.3470 0.9539  0.38
20 C -1.4408 -1.9685 1.9573  -1.24
21 O -1.0091 -3.2945 2.4191  -0.32
22 C -1.2696 -4.3380 1.6603  1.00
23 F -1.1585 -5.4432 2.3845  -0.31
24 F -0.4452 -4.4771 0.6169  -0.25
25 F -2.5172 -4.3394 1.1425  -0.29
26 C 0.7912 -1.4062 1.1924  1.14
27 C 1.4995 -0.3539 0.2968  -1.36
28 C 1.1524 -1.0843 2.6649  0.08
29 O 0.6006 -0.0963 3.1774  -0.79
30 O 1.9993 -1.8468 3.1728  -0.88
31 H -7.5445 5.8182 0.7578  0.33
32 H -7.1029 4.3137 -0.0654  0.31
33 H -6.4134 4.6861 1.5087  0.35
34 H -4.6481 5.2612 -0.0229  0.21
35 H -5.4102 6.7919 0.4421  0.33
36 H -5.1688 6.9982 -1.8750  0.40
37 H -6.8627 6.5857 -1.6253  0.36
38 H -5.8862 4.0802 -1.9467  0.34
39 H -6.4384 5.0702 -3.3047  0.34
40 H -4.4041 4.4218 -4.1424  0.20
41 H -3.9318 5.9184 -3.3286  0.28
42 H -3.8224 3.5329 -1.5978  0.48
43 H -2.6234 4.7968 -1.7810  0.42
44 H -3.0920 2.3538 -3.5387  -0.01
45 H -1.6789 2.6970 -2.5035  0.32
46 H -0.8240 4.3514 -3.9261  0.42
47 H -2.3201 4.4883 -4.8501  0.37
48 H -0.3090 3.1450 -5.8572  0.41
49 H -0.8333 1.8657 -4.7692  0.07
50 H -3.1071 2.9768 -6.2321  0.41
51 H -1.8604 2.4752 -7.3675  0.48
52 H -3.6482 0.7399 -6.7476  0.41
53 H -2.9575 0.7178 -5.1305  -0.22
54 H -2.1177 -0.8298 -7.3975  0.37
55 H -0.8513 0.3574 -7.1077  0.39
56 H -0.3873 -1.7043 -5.9409  0.38
57 H -0.5788 -0.3689 -4.8003  0.32
58 H -2.1915 -2.8621 -5.2123  0.45
59 H -3.1434 -1.4334 -4.8475  0.42
60 H -0.7076 -2.0743 -3.1854  0.33
61 H -2.1815 -2.9700 -2.9058  0.41
62 H -3.3542 -1.1310 -2.0966  0.37
63 H -2.4304 0.0072 -3.1136  -0.95
64 H -2.0829 0.1722 -0.5480  0.24
65 H -0.6302 0.0807 -1.6008  0.32
66 H -0.1871 -2.1439 -0.9243  0.28
67 H -1.8434 -2.4148 -0.4225  0.60
68 H -2.4764 -2.0117 1.6240  0.56
69 H -1.3953 -1.3599 2.8558  0.41
70 H 1.2141 -2.3794 0.9324  0.14
71 H 2.3642 0.0576 0.7989  0.26
72 H 1.7715 -0.7645 -0.6761  0.22
73 H 0.8154 0.4763 0.1120  0.28
74 C 6.1192 -2.5091 2.9937  -0.31
75 C 7.3763 -1.9649 2.2957  -0.67
76 C 6.9122 -1.3003 0.9883  -0.81
77 S 5.2212 -0.7446 1.3006  1.30
78 O 4.3233 -1.4943 0.4624  -0.63
79 O 5.1857 0.6979 1.3239  -0.75
80 C 5.0908 -1.3888 2.9456  -0.10
81 H 6.3160 -2.8137 4.0181  0.02
82 H 5.7485 -3.3828 2.4517  0.35
83 H 7.8565 -1.2229 2.9370  0.29
84 H 8.1069 -2.7505 2.1009  0.38
85 H 7.5152 -0.4394 0.7101  0.36
86 H 6.8763 -2.0095 0.1633  0.34
87 H 4.0521 -1.7005 3.1025  -0.01
88 H 5.3445 -0.5841 3.6375  0.37
89 C 3.7633 -3.7484 7.5097  -0.64
90 C 4.4009 -4.1920 8.8357  -0.64
91 C 5.9211 -4.2340 8.6250  -0.65
92 S 6.2727 -3.0181 7.3448  1.20
93 O 6.7712 -3.7160 6.1852  -0.68
94 O 6.9930 -1.9065 7.9133  -0.71
95 C 4.5735 -2.5475 7.0368  -0.25
96 H 2.7127 -3.4914 7.6276  0.37
97 H 3.8305 -4.5532 6.7753  0.30
98 H 4.1574 -3.4688 9.6166  0.30
99 H 4.0262 -5.1624 9.1592  0.33
100 H 6.4786 -3.9659 9.5188  0.33
101 H 6.2540 -5.2015 8.2548  0.36
102 H 4.4461 -2.3211 5.9795  0.01
103 H 4.3668 -1.6622 7.6368  0.33

(5)
Density functional theory data (the ωB97M-V functional and the def2-TZVPD basis) for a cluster of 2 separate species, C2H7NOS in total at a distorted geometry.

Summary:
gap between HOMO and LUMO (spin up / spin down): 8.23 / 3.21 eV
total charge: +1
2S+1: 2
ΔE to the lowest compared entry with this formula, charge and spin: 127.5 kJ/mol
HOMO (spin up / spin down): -12.81 / -12.81 eV

Each line ends with the Mulliken charge.
CARTESIAN COORDINATES (ANGSTROEM)
1 C 2.1864 -0.5069 0.3817  -0.70
2 S 2.4215 0.2243 2.0632  0.37
3 H 2.7108 0.1487 -0.3201  0.35
4 H 2.6350 -1.5528 0.6080  0.36
5 H 1.2361 -0.6514 -0.1598  0.33
6 H 3.6724 0.3836 1.8976  0.29
7 C -2.0971 0.8228 -0.5289  0.14
8 N -2.9262 -0.1922 -0.9020  -0.35
9 O -1.5768 1.5848 -1.3732  -0.56
10 H -2.0076 0.9363 0.5752  0.33
11 H -2.9935 -1.0782 -0.4147  0.22
12 H -3.2611 -0.1189 -1.8270  0.23

(6)
Density functional theory data (the ωB97M-V functional and the def2-TZVPD basis) for a cluster of 2 separate species, C4H10O2 in total at a distorted geometry.

Summary:
gap between HOMO and LUMO: 10.31 eV
SMILES: C1CCOC1.O
ΔE to the lowest compared entry with this formula, charge and spin: 133.4 kJ/mol
HOMO: -9.60 eV

Each line ends with the Mulliken charge.
CARTESIAN COORDINATES (ANGSTROEM)
1 O -0.4376 1.2827 -0.2045  -0.40
2 C 0.0000 0.0000 0.0000  -0.49
3 C 0.3084 2.1785 0.6051  -0.38
4 C 0.4201 -0.0547 1.4952  -0.39
5 C 1.0129 1.3504 1.6184  -0.37
6 H -0.8732 -0.6677 -0.1311  0.31
7 H 0.7913 -0.3402 -0.6954  0.29
8 H 1.0793 2.5148 -0.1147  0.21
9 H -0.2876 3.0642 0.8982  0.30
10 H -0.4258 -0.1128 2.2069  0.23
11 H 1.0861 -0.9166 1.6929  0.19
12 H 2.1114 1.3519 1.4813  0.30
13 H 0.8038 1.6490 2.6637  0.21
14 O 1.4650 -0.5601 5.0317  -0.64
15 H 1.5586 -1.3380 4.4364  0.32
16 H 0.5639 -0.2117 4.8448  0.32